(1)
Density functional theory data (the ωB97M-V functional and the def2-TZVPD basis) for C16H16AsN2O3ReS5 as an isolated structure.

Cartesian coordinates (Å):
Re 0.262 -0.965 -0.450
O -1.041 -1.874 0.735
C -2.167 -1.349 1.151
C -3.197 -2.211 1.565
C -4.380 -1.685 2.004
C -4.595 -0.280 2.079
C -3.604 0.571 1.724
C -2.350 0.064 1.247
C -1.292 0.943 1.110
N -0.063 0.605 0.679
N 0.934 1.452 1.066
C 2.054 0.846 0.814
O 1.982 -0.347 0.235
C 3.366 1.395 1.146
C 3.463 2.463 2.037
C 4.708 2.983 2.340
C 5.847 2.447 1.752
C 5.750 1.385 0.861
C 4.508 0.853 0.560
H -3.024 -3.277 1.518
H -5.174 -2.355 2.310
H -5.541 0.098 2.440
H -3.732 1.643 1.808
H -1.383 1.970 1.451
H 2.570 2.872 2.490
H 4.794 3.804 3.039
H 6.819 2.861 1.989
H 6.641 0.977 0.405
H 4.418 0.026 -0.132
S 0.445 -3.356 -1.857
As 2.249 -2.230 -2.964
S 1.479 -3.000 -0.116
S 1.354 -0.311 -2.562
S 3.327 -2.783 -0.979
C -3.403 -1.480 -2.959
S -1.714 -0.951 -3.037
C -1.903 0.688 -3.686
O -1.429 -0.708 -1.505
H -3.971 -0.783 -2.343
H -3.412 -2.482 -2.534
H -3.782 -1.507 -3.981
H -2.459 0.613 -4.621
H -0.909 1.089 -3.875
H -2.444 1.286 -2.954

Properties
2S+1: 1
total charge: +2
HOMO: -13.980 eV

Charges obtained by Löwdin population analysis, quoted in units of e: number 1, Re, carries 1.135; number 2, O, carries -0.235; number 3, C, carries -0.289; number 4, C, carries 0.025; number 5, C, carries 0.004; number 6, C, carries -0.027; number 7, C, carries 0.003; number 8, C, carries -0.128; number 9, C, carries 0.031; number 10, N, carries -0.161; number 11, N, carries 0.146; number 12, C, carries -0.355; number 13, O, carries -0.372; number 14, C, carries -0.157; number 15, C, carries -0.010; number 16, C, carries -0.045; number 17, C, carries -0.041; number 18, C, carries -0.048; number 19, C, carries -0.016; number 20, H, carries 0.136; number 21, H, carries 0.130; number 22, H, carries 0.126; number 23, H, carries 0.132; number 24, H, carries 0.159; number 25, H, carries 0.118; number 26, H, carries 0.118; number 27, H, carries 0.119; number 28, H, carries 0.116; number 29, H, carries 0.089; number 30, S, carries 0.176; number 31, As, carries 0.472; number 32, S, carries 0.169; number 33, S, carries 0.093; number 34, S, carries 0.180; number 35, C, carries -0.203; number 36, S, carries 0.898; number 37, C, carries -0.214; number 38, O, carries -0.727; number 39, H, carries 0.082; number 40, H, carries 0.075; number 41, H, carries 0.084; number 42, H, carries 0.085; number 43, H, carries 0.045; number 44, H, carries 0.084

(2)
Density functional theory data (the ωB97M-V functional and the def2-TZVPD basis) for C27H24N8O6S2Se2Te2V as an isolated structure.

Cartesian coordinates (Å):
V -0.733 -0.518 -1.567
O 3.104 1.033 -0.767
S 2.223 0.365 -1.696
O 1.983 -1.049 -1.523
N 0.746 0.991 -1.669
C 0.426 2.281 -1.297
C 1.279 3.346 -1.081
C 0.772 4.618 -0.758
C -0.569 4.857 -0.664
C -1.474 3.796 -0.892
C -2.877 3.960 -0.843
C -3.691 2.899 -1.105
C -3.107 1.655 -1.399
N -1.808 1.452 -1.431
C -0.978 2.514 -1.197
C 2.908 0.574 -3.314
C 3.151 -0.555 -4.080
C 3.713 -0.405 -5.338
C 4.010 0.860 -5.824
C 3.755 1.984 -5.050
C 3.209 1.844 -3.784
H 2.346 3.195 -1.118
H 1.476 5.424 -0.590
H -0.954 5.841 -0.428
H -3.285 4.938 -0.617
H -4.768 2.980 -1.108
H -3.740 0.811 -1.626
H 2.880 -1.528 -3.694
H 3.900 -1.280 -5.947
H 4.436 0.973 -6.813
H 3.982 2.971 -5.432
H 3.012 2.717 -3.177
Se -0.625 -2.861 -0.511
Te -1.268 -4.340 -2.436
Te 0.403 -3.248 -4.236
Se -0.314 -0.842 -4.119
C 3.666 -3.106 5.773
C 2.522 -2.761 4.829
S 1.016 -2.551 5.760
O 0.660 -3.824 6.327
O 1.174 -1.399 6.614
C -0.200 -2.143 4.520
C -0.163 -0.663 4.145
N -0.792 -0.445 2.846
C -0.121 -0.433 1.673
N -0.947 -0.210 0.653
C -2.197 -0.099 1.181
C -2.118 -0.230 2.530
N -3.196 -0.247 3.460
O -2.957 -0.595 4.609
O -4.294 0.045 3.037
C 1.338 -0.680 1.598
H 4.585 -3.221 5.201
H 3.463 -4.039 6.297
H 3.810 -2.316 6.509
H 2.334 -3.554 4.105
H 2.704 -1.824 4.300
H -1.158 -2.413 4.963
H -0.033 -2.792 3.657
H 0.852 -0.279 4.084
H -0.692 -0.085 4.893
H -3.084 0.021 0.589
H 1.911 0.190 1.927
H 1.619 -0.920 0.578
H 1.607 -1.539 2.213
N -2.711 -1.173 -2.052
C -3.718 -1.397 -2.576
C -4.978 -1.504 -3.148
C -5.811 -0.375 -2.969
N -6.425 0.590 -2.801
C -5.411 -2.669 -3.820
N -5.778 -3.612 -4.374

Properties
2S+1: 3
total charge: -1
HOMO (spin up / spin down): -4.394 / -4.425 eV

Charges obtained by Löwdin population analysis, quoted in units of e: number 1, V, carries 0.328; number 2, O, carries -0.292; number 3, S, carries 0.567; number 4, O, carries -0.399; number 5, N, carries -0.228; number 6, C, carries -0.245; number 7, C, carries -0.028; number 8, C, carries -0.077; number 9, C, carries -0.055; number 10, C, carries -0.154; number 11, C, carries 0.000; number 12, C, carries -0.021; number 13, C, carries -0.110; number 14, N, carries 0.049; number 15, C, carries -0.143; number 16, C, carries -0.289; number 17, C, carries -0.112; number 18, C, carries -0.068; number 19, C, carries -0.083; number 20, C, carries -0.079; number 21, C, carries -0.053; number 22, H, carries 0.089; number 23, H, carries 0.104; number 24, H, carries 0.106; number 25, H, carries 0.118; number 26, H, carries 0.110; number 27, H, carries 0.076; number 28, H, carries 0.053; number 29, H, carries 0.107; number 30, H, carries 0.100; number 31, H, carries 0.101; number 32, H, carries 0.098; number 33, Se, carries -0.035; number 34, Te, carries 0.161; number 35, Te, carries 0.142; number 36, Se, carries -0.051; number 37, C, carries -0.114; number 38, C, carries -0.306; number 39, S, carries 0.638; number 40, O, carries -0.306; number 41, O, carries -0.308; number 42, C, carries -0.201; number 43, C, carries -0.135; number 44, N, carries 0.059; number 45, C, carries -0.323; number 46, N, carries -0.009; number 47, C, carries -0.020; number 48, C, carries -0.121; number 49, N, carries -0.330; number 50, O, carries 0.073; number 51, O, carries 0.106; number 52, C, carries 0.013; number 53, H, carries 0.079; number 54, H, carries 0.079; number 55, H, carries 0.078; number 56, H, carries 0.109; number 57, H, carries 0.092; number 58, H, carries 0.107; number 59, H, carries 0.117; number 60, H, carries 0.118; number 61, H, carries 0.125; number 62, H, carries 0.120; number 63, H, carries 0.108; number 64, H, carries 0.038; number 65, H, carries 0.077; number 66, N, carries -0.003; number 67, C, carries -0.195; number 68, C, carries -0.265; number 69, C, carries -0.260; number 70, N, carries 0.111; number 71, C, carries -0.251; number 72, N, carries 0.115

(3)
Density functional theory data (the ωB97M-V functional and the def2-TZVPD basis) for C4H8S3 as an isolated structure.

Cartesian coordinates (Å):
C 0.426 1.902 0.412
C 1.182 0.596 0.154
C 0.021 -0.126 -0.453
C -0.128 -1.333 -0.968
S -1.127 1.215 -0.289
S 2.634 0.747 -0.941
S -1.814 -1.500 2.150
H 0.318 2.170 1.459
H 0.781 2.759 -0.158
H 1.575 0.121 1.055
H 0.691 -2.030 -0.994
H -1.074 -1.651 -1.374
H -2.052 -2.633 2.802
H 1.975 1.293 -1.973
H -2.237 -1.999 0.998

Properties
2S+1: 1
HOMO: -8.403 eV

Charges obtained by Löwdin population analysis, quoted in units of e: number 1, C, carries -0.440; number 2, C, carries -0.727; number 3, C, carries -0.719; number 4, C, carries -0.037; number 5, S, carries 0.882; number 6, S, carries 0.747; number 7, S, carries 0.499; number 8, H, carries 0.074; number 9, H, carries 0.064; number 10, H, carries 0.103; number 11, H, carries 0.067; number 12, H, carries 0.058; number 13, H, carries -0.229; number 14, H, carries -0.122; number 15, H, carries -0.221

(4)
Density functional theory data (the ωB97M-V functional and the def2-TZVPD basis) for C24H24ClHoNP as an isolated structure in a non-equilibrium geometry.

Cartesian coordinates (Å):
Ho -0.825 -1.598 0.724
Cl -1.910 -3.615 1.456
P -0.243 0.352 -0.892
C 1.440 0.448 -1.282
C 1.994 1.721 -1.459
C 3.297 1.806 -1.879
C 4.068 0.661 -2.118
C 3.499 -0.603 -1.905
C 2.198 -0.732 -1.472
C -1.139 -0.448 -2.296
C -2.485 -0.849 -2.148
C -3.159 -1.366 -3.252
C -2.511 -1.490 -4.484
C -1.173 -1.090 -4.613
C -0.484 -0.569 -3.532
C -1.110 1.813 -0.491
C -1.792 2.000 0.731
C -2.448 3.197 0.927
C -2.452 4.191 -0.066
C -1.795 3.949 -1.278
C -1.135 2.768 -1.513
H -2.996 -0.740 -1.179
H -4.198 -1.678 -3.143
H -3.042 -1.894 -5.342
H -0.669 -1.179 -5.571
H 0.559 -0.265 -3.612
H 1.390 2.599 -1.258
H 3.745 2.795 -2.024
H 5.102 0.750 -2.454
H 4.098 -1.503 -2.076
H 1.746 -1.705 -1.285
H -1.804 1.203 1.481
H -2.979 3.373 1.868
H -2.972 5.134 0.102
H -1.813 4.713 -2.064
H -0.646 2.553 -2.458
H 4.609 5.700 1.115
H 4.009 6.062 1.388
N 0.533 -1.027 2.407
C 0.386 -2.018 3.482
C -0.604 -1.805 4.426
C -0.779 -2.785 5.401
C 0.014 -3.939 5.405
C 0.984 -4.117 4.412
C 1.178 -3.153 3.425
H 0.218 -0.064 2.635
H 1.462 -0.998 1.943
H -1.227 -0.911 4.410
H -1.534 -2.646 6.173
H -0.127 -4.697 6.177
H 1.599 -5.015 4.414
H 1.922 -3.293 2.642

Properties
2S+1: 5
total charge: +2
HOMO (spin up / spin down): -14.755 / -14.727 eV

Charges obtained by Löwdin population analysis, quoted in units of e: number 1, Ho, carries 1.274; number 2, Cl, carries -0.045; number 3, P, carries 0.874; number 4, C, carries -0.423; number 5, C, carries -0.067; number 6, C, carries -0.042; number 7, C, carries -0.018; number 8, C, carries -0.054; number 9, C, carries -0.114; number 10, C, carries -0.366; number 11, C, carries -0.116; number 12, C, carries -0.047; number 13, C, carries -0.023; number 14, C, carries -0.035; number 15, C, carries -0.069; number 16, C, carries -0.400; number 17, C, carries -0.099; number 18, C, carries -0.052; number 19, C, carries -0.013; number 20, C, carries -0.037; number 21, C, carries -0.086; number 22, H, carries 0.098; number 23, H, carries 0.126; number 24, H, carries 0.126; number 25, H, carries 0.124; number 26, H, carries 0.112; number 27, H, carries 0.106; number 28, H, carries 0.130; number 29, H, carries 0.127; number 30, H, carries 0.127; number 31, H, carries 0.099; number 32, H, carries 0.074; number 33, H, carries 0.126; number 34, H, carries 0.128; number 35, H, carries 0.131; number 36, H, carries 0.124; number 37, H, carries 0.000; number 38, H, carries 0.001; number 39, N, carries -0.086; number 40, C, carries -0.373; number 41, C, carries -0.051; number 42, C, carries -0.036; number 43, C, carries -0.030; number 44, C, carries -0.036; number 45, C, carries -0.053; number 46, H, carries 0.120; number 47, H, carries 0.126; number 48, H, carries 0.121; number 49, H, carries 0.125; number 50, H, carries 0.126; number 51, H, carries 0.125; number 52, H, carries 0.122

> Among the records above, which one has the highest 2S+1?

C24H24ClHoNP

> The highest 2S+1 belongs to which entry?

C24H24ClHoNP

> The highest 2S+1 belongs to which entry?

C24H24ClHoNP